No. 1
Computed, not measured: C6H10 as an isolated structure, with ωB97M-V with the def2-TZVPD basis set.

Summary:
Energy above the lowest of the compared OMol25 structures with the same formula, charge and spin: 392.21 kJ/mol
Charge: 0
Spin multiplicity: 1

```
16
C6H10 (ωB97M-V with the def2-TZVPD basis set)
C 2.11444 -0.42460 0.27882
C 0.36822 0.23782 -0.97524
C -0.65788 -0.85025 -0.67250
C -1.73750 -0.21431 0.24080
C -1.21807 1.18246 0.44844
C -0.03608 1.38218 -0.15832
H 1.45937 -0.52983 1.14010
H 2.86095 0.35517 0.44469
H 2.57375 -1.37900 0.00672
H 1.59423 -0.09131 -0.83524
H -1.09463 -1.19310 -1.61802
H -0.19438 -1.73280 -0.21913
H -1.89209 -0.73659 1.19573
H -2.71082 -0.20060 -0.26502
H -1.77571 1.93782 0.99808
H 0.52380 2.31404 -0.13107
```

No. 2
Computed, not measured: one molecule with the formula CH5IN2, with ωB97M-V with the def2-TZVPD basis set.

Summary:
Energy above the lowest of the compared OMol25 structures with the same formula, charge and spin: 219.21 kJ/mol
Charge: 0
<S²>: 2.009
Spin multiplicity: 3

```
9
CH5IN2 (ωB97M-V with the def2-TZVPD basis set)
C 0.80784 -0.69115 0.00535
N 0.45750 0.66083 -0.26878
N -1.11361 1.13753 0.14005
I -2.43310 -0.33797 0.16011
H -0.00703 -1.47246 -0.25876
H 1.81114 -0.82648 -0.67816
H 1.18586 -0.77631 1.06081
H 0.22860 0.84339 -1.22833
H -0.93720 1.46261 1.06771
```

No. 3
Computed, not measured: a 3-piece molecular cluster, C6H11NO overall, with ωB97M-V with the def2-TZVPD basis set.

Summary:
Energy above the lowest of the compared OMol25 structures with the same formula, charge and spin: 804.34 kJ/mol
Charge: 0
Spin multiplicity: 1

```
19
C6H11NO (ωB97M-V with the def2-TZVPD basis set)
C -0.31701 0.77684 0.17254
C -0.14644 -1.29878 0.12131
N 0.76266 -1.60969 1.12012
C -1.60223 1.32500 -0.02861
C -1.15949 -2.11554 -0.19444
O 0.35436 1.13068 1.36511
H -0.15700 1.83712 1.77938
H 0.48651 -2.33101 1.76953
H 1.16599 -0.81196 1.58845
H -1.95259 1.55951 -1.01903
H -2.30314 1.40529 0.79050
H -1.77589 -1.91800 -1.05428
H -1.28103 -3.07358 0.29107
C 0.55840 0.91069 -1.04805
C 1.92082 1.11155 -0.94418
H 2.55754 1.00787 -1.80966
H 0.03963 1.67421 -1.67822
H 0.42823 -0.58098 -1.22679
H 2.42068 1.00077 0.00526
```

No. 4
Computed, not measured: C17H21N3O3S2 as an isolated structure, with ωB97M-V with the def2-TZVPD basis set.

Summary:
Energy above the lowest of the compared OMol25 structures with the same formula, charge and spin: 1506.91 kJ/mol
Charge: 0
Spin multiplicity: 1

```
46
C17H21N3O3S2 (ωB97M-V with the def2-TZVPD basis set)
C 4.02627 2.62931 1.65645
H 3.33609 2.15769 2.14915
H 3.73446 3.25108 0.68611
H 4.59657 3.28015 2.17101
S 5.19016 1.19315 0.87402
C 4.15016 0.19498 0.06949
C 2.76542 0.32939 -0.06049
C 2.14971 -0.43052 -1.15688
C 2.78500 -1.50774 -1.68999
C 4.22961 -1.74110 -1.34954
C 4.81857 -0.60270 -0.52529
H 5.82621 -0.83116 -0.44849
H 4.73672 -2.71559 -1.88636
H 2.32383 -2.14259 -2.17844
N 0.79770 -0.21884 -1.35226
C -0.18166 -0.97929 -1.75035
O 0.13235 -2.10993 -2.47356
C -1.56969 -0.43852 -1.60861
N -1.77521 -0.13891 -0.35025
C -1.60805 -1.28633 0.68789
C -2.20467 -2.57916 0.24117
C -1.98273 -3.54670 1.31565
C -1.00977 -3.36509 2.28875
C -0.49215 -2.19287 2.64431
C -0.70664 -1.00267 1.39536
H -0.16989 -0.18583 1.80036
H 0.25999 -2.29588 3.29770
H -0.74189 -4.15322 2.84594
H -2.39293 -4.64070 1.07804
H -2.79506 -2.74142 -0.43146
S -1.82789 1.40543 0.27534
O -2.35041 1.25268 1.54145
O -0.52757 1.94799 0.09909
N -2.95865 1.88126 -0.74096
C -4.31526 1.48573 -0.44154
H -4.89451 2.07596 -1.21733
H -4.62714 1.94736 0.33605
H -4.26396 0.48638 -0.13152
C -2.82357 3.49430 -0.77822
H -3.44850 3.93367 -1.58463
H -3.12997 3.86844 0.25460
H -1.88608 3.75369 -0.64241
H -2.33256 -1.10191 -2.15813
H -1.66204 0.46700 -2.10819
H 0.36127 0.69405 -0.82249
H 2.45838 1.21899 0.17943
```

No. 5
Computed, not measured: one molecule with the formula C3H6O, with ωB97M-V with the def2-TZVPD basis set.

Summary:
SMILES: C=CCO
Energy above the lowest of the compared OMol25 structures with the same formula, charge and spin: 175.23 kJ/mol
Charge: 0
Spin multiplicity: 1

```
10
C3H6O (ωB97M-V with the def2-TZVPD basis set)
C -0.82836 0.32130 -0.33472
O -1.68431 0.92853 0.65017
C 0.26959 -0.49893 0.31107
C 1.45986 -0.72082 -0.32168
H -1.50382 -0.25993 -0.95914
H -0.32339 1.06333 -0.95813
H -1.07238 1.32132 1.28088
H 0.03697 -1.06840 1.21445
H 2.24603 -0.83408 0.40969
H 1.39981 -0.25232 -1.29259
```

No. 6
Computed, not measured: C31H32N8O2PtS as an isolated structure, with ωB97M-V with the def2-TZVPD basis set.

Summary:
Energy above the lowest of the compared OMol25 structures with the same formula, charge and spin: 17.58 kJ/mol
Charge: +2
Spin multiplicity: 1

```
75
C31H32N8O2PtS (ωB97M-V with the def2-TZVPD basis set)
Pt 0.98530 1.70855 0.95127
N -3.42116 -1.85103 0.09120
C -2.20446 -1.38903 -0.20102
N -1.73995 -0.22315 0.13070
C -2.55092 0.62145 0.83180
N -2.22240 1.81965 1.21478
N -0.96435 2.35262 1.10470
C -1.02721 3.64109 1.23163
C 0.17530 4.43160 1.11793
C 0.21902 5.80967 1.21192
C 1.43112 6.44960 0.99839
C 2.54654 5.69099 0.68352
C 2.43476 4.31223 0.62374
N 1.27294 3.69866 0.85493
C -3.92573 0.21975 1.14755
C -4.83956 1.04541 1.81616
C -6.10904 0.59491 2.09133
C -6.49843 -0.69456 1.71210
C -5.62069 -1.52491 1.05355
C -4.33854 -1.05784 0.77152
H -3.69251 -2.77211 -0.21708
H -1.57130 -2.05975 -0.76967
H -1.99867 4.09506 1.36900
H -0.68220 6.36255 1.43682
H 1.49970 7.52677 1.06336
H 3.50334 6.15286 0.48826
H 3.27372 3.67753 0.38926
H -4.52619 2.03572 2.11015
H -6.81135 1.23643 2.60488
H -7.49695 -1.04342 1.93746
H -5.91512 -2.52346 0.75534
O 3.02583 1.33992 0.85418
S 4.38774 1.17465 1.53521
C 4.26388 -0.30714 2.58422
C 4.88020 -1.49561 1.82840
C 4.92033 -1.13274 0.34496
C 5.38182 0.31398 0.30641
H 3.19438 -0.41293 2.76785
H 4.75325 -0.08371 3.53094
H 4.30862 -2.40407 2.01468
H 5.89323 -1.66865 2.19238
H 3.92889 -1.20477 -0.09941
H 5.58616 -1.77610 -0.22813
H 5.26361 0.83344 -0.64332
H 6.41543 0.42508 0.64666
C -3.99396 -1.20419 -3.77571
C -2.52384 -1.31426 -3.48171
C -1.91692 -2.55016 -3.27931
C -0.54967 -2.66411 -3.06986
C 0.23912 -1.52212 -3.05185
N 1.66005 -1.58518 -2.93550
C 2.39620 -2.52784 -2.28003
O 3.50692 -2.86788 -2.60924
N 1.78152 -3.09429 -1.13385
C 1.32638 -2.38560 -0.02957
C 1.06695 -3.06162 1.16592
C 0.72758 -2.34872 2.29865
C 0.64839 -0.96901 2.23761
N 0.87481 -0.32740 1.09109
C 1.18600 -0.99659 -0.02045
C -0.35077 -0.27777 -3.23965
C -1.71498 -0.18002 -3.45458
H -4.52146 -2.12256 -3.52163
H -4.15780 -1.01484 -4.83783
H -4.44968 -0.38046 -3.22521
H -2.51747 -3.45138 -3.32419
H -0.09753 -3.64171 -2.97071
H 2.19316 -1.11005 -3.65077
H 2.20867 -3.98506 -0.91833
H 1.16019 -4.14061 1.20545
H 0.53913 -2.85601 3.23417
H 0.39679 -0.36528 3.09814
H 1.38463 -0.40914 -0.90100
H 0.26692 0.61358 -3.24091
H -2.15772 0.79503 -3.61965
```